No. 1
Formula: C37H50BiN4OS3Si
Source: OMol25
Level of theory: wB97M-V/def2-TZVPD

Geometry (Å):
Bi 0.66 0.26 -0.06
C 2.62 -0.54 -2.83
N 2.76 0.12 -1.54
C 3.24 1.48 -1.77
C 3.60 -0.55 -0.59
C 4.47 -1.59 -0.88
C 5.22 -2.18 0.13
C 5.09 -1.74 1.43
C 4.22 -0.70 1.74
C 3.48 -0.09 0.74
N 2.52 0.88 0.96
C 2.50 1.75 2.01
C 3.66 2.28 2.58
C 3.59 3.22 3.58
C 2.36 3.68 4.03
C 1.20 3.18 3.46
C 1.25 2.22 2.46
N 0.06 1.60 1.93
C -0.37 0.56 2.87
C -1.05 2.53 1.70
H 3.55 -0.48 -3.40
H 2.35 -1.59 -2.71
H 1.84 -0.04 -3.39
H 4.21 1.45 -2.28
H 2.52 2.00 -2.38
H 3.37 2.01 -0.83
H 4.57 -1.94 -1.89
H 5.89 -2.98 -0.12
H 5.66 -2.21 2.22
H 4.09 -0.38 2.76
H 4.62 1.93 2.22
H 4.50 3.62 4.01
H 2.30 4.41 4.81
H 0.25 3.54 3.82
H -0.56 0.99 3.86
H -1.29 0.10 2.52
H 0.41 -0.19 2.96
H -1.45 2.91 2.65
H -0.71 3.36 1.10
H -1.84 2.00 1.18
C -3.73 -2.47 4.08
C -2.33 -3.06 4.07
S -1.34 -2.64 2.59
C -2.28 -3.36 1.19
C -3.37 -2.50 0.56
S -2.97 -0.71 0.56
C -4.52 0.02 1.19
C -5.03 -0.49 2.53
S -3.73 -0.66 3.81
H -4.19 -2.66 5.06
H -4.34 -2.93 3.31
H -2.38 -4.15 4.15
H -1.74 -2.66 4.90
H -2.70 -4.32 1.51
H -1.50 -3.55 0.46
H -4.31 -2.60 1.08
H -3.50 -2.80 -0.48
H -5.29 -0.11 0.43
H -4.28 1.08 1.27
H -5.52 -1.46 2.43
H -5.76 0.21 2.91
C 1.24 3.90 -0.46
Si -0.03 3.26 -1.72
C 0.59 3.81 -3.45
C -1.76 4.02 -1.34
N -0.14 1.50 -1.63
C -0.79 0.81 -2.66
C -1.63 1.50 -3.54
C -2.13 0.94 -4.70
C -1.79 -0.35 -5.05
C -1.04 -1.09 -4.16
C -0.62 -0.56 -2.95
O 0.06 -1.37 -2.05
C -0.24 -2.70 -1.88
C -1.45 -3.28 -2.25
C -1.64 -4.64 -2.07
C -0.64 -5.43 -1.51
C 0.54 -4.84 -1.10
C 0.74 -3.48 -1.27
H 0.82 4.71 0.13
H 2.10 4.32 -0.97
H 1.60 3.14 0.22
H 0.38 4.86 -3.61
H 0.12 3.26 -4.25
H 1.67 3.69 -3.55
H -1.71 4.78 -0.56
H -2.48 3.28 -1.04
H -2.16 4.52 -2.22
H -1.90 2.51 -3.31
H -2.77 1.53 -5.34
H -2.11 -0.78 -5.99
H -0.78 -2.11 -4.41
H -2.23 -2.68 -2.68
H -2.57 -5.09 -2.36
H -0.79 -6.49 -1.39
H 1.32 -5.44 -0.66
H 1.66 -3.02 -0.94

The HOMO energy comes out at -9.82 eV. The HOMO-LUMO gap comes out at 7.78 eV. As for the charge: +1. The molar mass comes out at 900.101 u. The value obtained for the LUMO energy is -2.04 eV.

No. 2
Formula: C41H67N6O7PS3
Source: OMol25
Level of theory: wB97M-V/def2-TZVPD

Geometry (Å):
C 5.06 -0.19 5.06
C 6.32 -0.27 4.19
C 6.10 0.38 2.81
C 6.08 -0.59 1.61
N 4.79 -0.66 0.87
C 3.76 -1.21 1.77
C 2.73 -2.10 1.08
C 2.20 -3.19 2.03
C 0.74 -3.63 1.76
C 0.23 -3.33 0.37
C 0.39 -4.27 -0.65
C -0.06 -3.98 -1.93
C -0.67 -2.77 -2.19
C -0.83 -1.80 -1.19
C -0.39 -2.11 0.09
S -0.52 -0.96 1.43
C -1.51 0.34 0.75
C -1.85 0.37 -0.60
C -2.68 1.40 -1.04
C -3.13 2.36 -0.16
C -2.78 2.36 1.19
C -3.35 3.47 2.04
C -2.59 4.80 1.93
O -1.20 4.60 1.69
C -0.66 5.54 0.86
C 0.46 6.36 1.38
O -1.09 5.69 -0.24
C -1.96 1.32 1.65
C -1.58 1.19 3.11
C -0.08 1.29 3.47
C 0.37 2.66 4.03
C 1.57 3.13 3.27
O 1.63 3.22 2.09
O 2.67 3.44 4.04
N -1.43 -0.56 -1.60
P -0.42 0.20 -2.82
N 0.00 1.68 -2.54
C 4.43 0.52 0.25
S 2.91 0.98 -0.10
S 5.72 1.68 -0.24
C 6.79 0.75 -1.38
C 6.08 -0.36 -2.15
C 5.06 0.16 -3.16
H 4.73 0.84 5.15
H 4.25 -0.80 4.68
H 5.30 -0.53 6.07
H 6.67 -1.29 4.09
H 7.07 0.33 4.71
H 5.21 1.01 2.84
H 6.93 1.07 2.63
H 6.89 -0.37 0.93
H 6.27 -1.59 1.99
H 3.24 -0.40 2.29
H 4.23 -1.81 2.55
H 3.20 -2.59 0.23
H 1.95 -1.46 0.71
H 2.86 -4.05 1.97
H 2.24 -2.79 3.04
H 0.66 -4.70 1.91
H 0.08 -3.19 2.50
H 0.89 -5.21 -0.42
H 0.07 -4.70 -2.72
H -1.01 -2.55 -3.20
H -2.98 1.44 -2.07
H -3.78 3.14 -0.53
H -4.35 3.68 1.66
H -3.47 3.19 3.08
H -2.69 5.31 2.89
H -3.03 5.43 1.15
H 0.52 7.26 0.78
H 1.41 5.84 1.27
H 0.35 6.62 2.43
H -2.14 1.86 3.75
H -1.90 0.18 3.41
H 0.10 0.56 4.25
H 0.57 1.02 2.64
H 0.69 2.52 5.06
H -0.42 3.40 4.04
H 3.42 3.06 3.57
H 0.72 -0.61 -2.90
H -1.12 0.02 -4.02
H -0.37 2.27 -3.28
H 7.67 0.34 -0.88
H 7.14 1.49 -2.10
H 6.84 -0.97 -2.63
H 5.59 -1.00 -1.42
H 5.39 -0.08 -4.17
H 4.97 1.25 -3.12
H 4.09 -0.30 -3.02
C -5.22 -3.70 -6.11
N -3.94 -3.04 -5.93
C -2.85 -3.36 -6.84
C -3.72 -2.15 -4.96
O -2.66 -1.57 -4.77
H -5.11 -4.78 -6.01
H -5.62 -3.47 -7.10
H -5.93 -3.34 -5.36
H -2.01 -3.76 -6.28
H -2.52 -2.47 -7.36
H -3.19 -4.10 -7.56
H -4.61 -1.97 -4.33
C -9.47 -3.91 -9.73
N -8.18 -3.27 -9.54
C -7.08 -3.60 -10.44
C -7.95 -2.38 -8.56
O -6.89 -1.82 -8.37
H -9.37 -4.99 -9.63
H -9.86 -3.68 -10.72
H -10.17 -3.55 -8.98
H -6.25 -4.02 -9.88
H -6.74 -2.71 -10.96
H -7.42 -4.34 -11.17
H -8.84 -2.19 -7.94
C 1.25 1.79 9.49
N 0.20 2.23 8.60
C -0.01 3.65 8.37
C -0.61 1.35 7.96
O -1.50 1.67 7.20
H 1.09 2.19 10.49
H 2.22 2.15 9.13
H 1.27 0.71 9.54
H -1.02 3.93 8.67
H 0.11 3.88 7.32
H 0.71 4.21 8.95
H -0.37 0.30 8.19

The HOMO energy comes out at -6.89 eV. The HOMO-LUMO gap comes out at 7.42 eV. The molar mass comes out at 883.197 u. The value obtained for the LUMO energy is 0.53 eV. As for the structure (SMILES): CCCCN(CCCCc1cccc2c1Sc1c(ccc(CCOC(C)=O)c1CCCC(=O)O)N2[PH2]=N)C(=S)SCCC.CN(C)C=O.CN(C)C=O.CN(C)C=O.